1.
{
  "formula": "C34H46CdF3N11OPSSb",
  "method": "the ωB97M-V functional and the def2-TZVPD basis",
  "elements": ["C", "H", "H", "H", "H", "N", "N", "C", "P", "H", "C", "C", "F", "H", "C", "H", "C", "N", "H", "C", "H", "H", "C", "C", "N", "C", "H", "H", "H", "C", "N", "H", "O", "H", "C", "C", "N", "H", "C", "C", "H", "H", "C", "C", "Cd", "H", "C", "H", "H", "H", "C", "N", "H", "N", "C", "N", "C", "H", "H", "C", "H", "H", "H", "C", "H", "N", "C", "H", "C", "H", "C", "C", "H", "N", "H", "H", "C", "H", "H", "C", "S", "C", "H", "H", "H", "C", "H", "C", "H", "F", "Sb", "C", "H", "F", "C", "H", "H", "H", "H"],
  "positions_angstrom": [[2.55, -4.77, 1.61], [-4.39, -4.31, -1.02], [-2.19, 2.20, 2.84], [0.51, 5.34, 0.75], [-7.81, 0.95, 3.54], [0.15, -2.28, 0.46], [2.14, 5.82, -0.48], [8.81, -1.38, -1.37], [1.07, 3.24, -0.36], [0.13, 5.42, -0.97], [-3.99, 1.15, 2.99], [-1.72, 0.32, 2.42], [9.45, -0.32, -1.90], [2.26, -4.88, 2.65], [2.58, 3.12, 0.72], [-6.33, -0.85, 4.39], [4.10, 3.86, -1.02], [-3.00, 5.64, -1.19], [2.20, -3.96, -1.14], [-4.28, -3.02, -3.82], [4.02, 6.12, 0.33], [1.27, 3.52, -2.78], [7.33, -1.14, -1.26], [5.50, 0.01, -0.21], [3.64, 4.07, 0.36], [-3.39, -4.00, -0.70], [0.83, -5.04, -0.79], [2.78, 5.60, 1.49], [4.98, 4.50, -1.18], [2.66, 5.57, -1.83], [-2.84, 3.38, -0.19], [2.97, 2.10, 0.65], [-0.10, -2.57, -1.81], [-3.18, -0.98, 1.88], [-5.24, -1.38, -0.97], [5.09, -1.51, -2.03], [1.58, -3.98, 0.89], [-4.25, -3.06, -4.92], [-5.91, -0.01, 3.86], [-4.81, 2.17, 2.54], [7.56, 0.25, 0.36], [-2.18, -2.47, -3.56], [-2.91, 4.57, -0.76], [-4.54, 0.06, 3.67], [-0.06, 0.16, -0.57], [-5.46, -0.68, -1.78], [1.30, -4.09, -0.53], [-5.27, -2.66, -3.54], [-2.68, -4.55, -1.32], [4.40, 2.82, -1.14], [-3.18, -4.31, 0.78], [-2.58, 1.27, 2.79], [-4.37, 3.01, 2.01], [3.11, 4.20, -2.04], [-2.32, 2.30, -0.55], [1.00, -2.49, 2.62], [0.36, -2.92, -0.74], [3.55, -4.34, 1.56], [0.68, -1.53, 2.78], [4.60, -0.63, -1.07], [2.34, 2.25, -2.20], [1.74, -2.83, 3.21], [5.13, 0.70, 0.54], [-5.57, -0.75, 0.39], [-6.81, 2.89, 2.36], [-2.19, -0.89, 2.10], [0.89, 5.09, -0.25], [1.89, 5.81, -2.56], [2.00, -0.14, -0.90], [-5.42, -1.45, 1.21], [-6.74, 1.01, 3.39], [-3.17, -2.11, -3.28], [-4.95, 0.13, 0.58], [-1.86, 1.25, -0.81], [3.51, 6.23, -1.99], [6.82, -2.46, -2.87], [3.19, -0.37, -0.97], [-3.87, -3.74, 1.42], [2.58, -5.77, 1.17], [1.98, 3.26, -2.00], [-0.05, 0.66, 2.34], [3.17, 5.45, 0.48], [4.39, -1.99, -2.70], [-1.56, -1.48, 1.56], [-6.62, -0.42, 0.45], [-6.18, 2.10, 2.74], [-5.84, -2.28, -1.14], [0.92, -2.91, 1.35], [2.28, 3.30, 1.75], [9.10, -2.44, -2.13], [-3.15, -1.90, -1.14], [6.45, -1.77, -2.12], [-4.17, -4.04, -3.46], [9.37, -1.59, -0.16], [6.86, -0.25, -0.30], [-2.16, -4.04, 1.10], [-3.27, -1.10, -3.68], [-3.32, -5.36, 1.01], [-3.90, -0.71, 4.07]],
  "mulliken_charge": [-1.12, 0.57, 0.33, 0.40, 0.41, 0.82, 0.15, 0.88, 0.76, 0.52, 0.09, 0.24, -0.25, 0.40, -0.54, 0.40, -0.90, -0.64, 0.33, -1.07, 0.30, 0.42, 0.31, -0.23, 0.14, -1.01, 0.33, 0.40, 0.34, -0.98, -0.54, -0.21, -0.62, 0.13, -1.15, -0.43, 0.09, 0.41, -0.55, -0.43, 0.40, 0.37, 0.52, -0.09, 1.79, 0.49, -0.51, 0.25, 0.48, 0.31, -0.88, 0.06, 0.41, 0.10, 0.59, -0.23, -0.25, 0.32, -0.04, 0.91, 0.46, 0.23, 0.50, -0.60, 0.40, 0.14, -1.24, 0.39, -1.89, 0.18, -0.59, -0.83, -0.09, -0.55, 0.31, 0.44, 0.50, 0.25, 0.37, -0.97, -0.46, -0.94, 0.54, -0.33, 0.50, -0.58, 0.55, -0.24, 0.60, -0.28, 0.06, -0.75, 0.26, -0.26, -1.00, 0.06, 0.51, 0.38, 0.50],
  "energy_ha": -3447.86736
}

2.
{
  "formula": "C34H46Cl40FN2O7",
  "method": "the ωB97M-V functional and the def2-TZVPD basis",
  "elements": ["O", "Cl", "Cl", "C", "Cl", "C", "C", "Cl", "H", "O", "Cl", "H", "H", "Cl", "H", "H", "H", "Cl", "O", "H", "C", "Cl", "F", "Cl", "H", "C", "Cl", "Cl", "O", "C", "H", "H", "Cl", "C", "C", "C", "H", "Cl", "H", "Cl", "H", "C", "Cl", "H", "H", "H", "C", "C", "C", "Cl", "C", "C", "Cl", "H", "Cl", "Cl", "C", "C", "Cl", "C", "C", "H", "H", "Cl", "C", "H", "Cl", "Cl", "Cl", "H", "H", "H", "Cl", "C", "C", "H", "C", "H", "Cl", "H", "C", "H", "Cl", "N", "Cl", "H", "C", "H", "H", "Cl", "H", "H", "Cl", "C", "Cl", "Cl", "H", "Cl", "C", "C", "H", "H", "C", "Cl", "C", "Cl", "O", "Cl", "Cl", "O", "Cl", "H", "H", "H", "H", "N", "C", "H", "H", "H", "H", "Cl", "H", "H", "C", "C", "O", "C", "Cl", "H"],
  "positions_angstrom": [[-1.50, 4.49, 3.69], [4.99, 1.24, -2.55], [-2.80, 6.31, 9.64], [5.00, 0.02, 6.53], [-2.53, -6.62, -8.54], [0.26, -8.50, 5.52], [-0.55, -1.40, -0.68], [5.00, 2.29, -5.27], [-0.31, 3.64, -2.06], [-0.80, 2.28, -0.36], [-2.57, -6.36, -5.64], [-1.60, 3.51, 5.63], [0.35, -0.96, -4.58], [-1.90, 6.07, 6.88], [3.33, 1.51, 2.72], [2.51, 0.49, -4.56], [0.15, 5.79, 4.23], [-3.53, 9.59, -3.65], [2.02, 1.12, 0.96], [1.40, -0.66, 3.06], [1.14, -6.92, 1.15], [3.09, -2.72, -8.33], [2.24, -1.37, -0.69], [-1.97, -8.93, -6.87], [1.13, 2.24, 2.62], [-1.78, -7.17, -7.02], [5.58, -1.67, -9.41], [-1.82, -3.80, -4.82], [-1.01, -0.70, -1.88], [-2.92, -2.04, 0.50], [3.36, -7.78, 0.99], [-2.34, 1.23, 4.92], [5.87, 0.33, 8.05], [-2.70, 5.23, 8.23], [3.02, 0.67, 1.95], [-2.10, 3.47, 4.57], [-2.61, 5.15, -1.53], [-7.44, 7.64, -6.69], [3.18, -1.23, -3.88], [3.91, 4.32, -2.78], [-3.62, -0.66, 3.19], [5.96, 1.44, -4.04], [4.33, -0.38, -7.11], [-2.68, 2.18, 1.77], [0.02, 0.89, 1.90], [0.80, 0.53, -1.71], [-2.88, -0.08, 2.45], [-0.61, -2.72, 1.59], [-3.62, 7.85, -3.28], [5.03, 6.99, -2.57], [2.79, -6.82, 1.39], [3.72, 6.02, -3.28], [-7.44, 8.68, -9.40], [-2.58, 4.35, 0.18], [-1.98, 7.20, -3.08], [-4.34, 4.74, 7.74], [0.07, 0.07, -2.53], [-0.84, -5.49, 1.16], [3.73, 1.25, 6.32], [1.98, -2.98, 2.14], [0.94, -1.74, -0.08], [3.99, 0.35, 1.36], [3.12, -0.62, 3.83], [6.14, 0.10, 5.16], [0.92, -0.94, -3.56], [-2.85, 0.22, 0.09], [-1.16, -7.89, 4.64], [3.79, 6.12, -5.06], [-6.00, 6.23, -8.79], [-2.01, 2.77, -2.06], [0.37, 3.99, 4.82], [-0.45, -5.37, 3.46], [-1.67, -4.12, -1.93], [2.45, -0.31, -3.69], [0.82, 1.69, 1.61], [2.97, -6.69, 2.55], [-1.96, 1.92, 4.03], [-1.75, -0.39, 2.60], [5.56, -3.01, -6.83], [-1.47, -5.01, 0.27], [-2.76, -3.79, -3.30], [-3.26, 3.75, 4.67], [6.44, -0.16, -4.65], [0.85, -2.50, 1.23], [-0.04, -8.39, 7.28], [-3.41, -2.38, -0.51], [2.54, -0.69, 2.79], [-0.83, 1.61, 3.86], [-0.64, 3.43, 1.45], [7.43, 2.39, -3.67], [-4.52, -0.44, 0.82], [-1.20, -6.63, 1.19], [-0.04, -6.76, -7.03], [-3.33, -0.48, 0.92], [4.25, -1.60, 6.59], [1.69, -7.52, 5.11], [0.62, 4.43, 2.99], [-4.55, 7.62, -1.77], [0.07, 2.85, 0.69], [-1.19, 3.29, -1.36], [2.47, -4.00, 1.79], [0.70, -7.41, 2.12], [-1.16, -4.87, 2.63], [-4.44, 7.00, -4.62], [-2.93, 1.57, 2.73], [-3.51, -2.19, -3.08], [0.62, -5.59, 0.83], [2.15, 6.63, -2.71], [-4.02, -5.04, -3.37], [-1.16, -3.42, 2.76], [0.56, -10.20, 5.07], [0.98, -7.68, 0.25], [0.95, -2.02, -3.07], [-2.26, -5.23, 2.93], [1.51, -3.05, 3.23], [-1.39, -2.05, 0.44], [4.64, -1.94, -7.92], [3.22, -5.87, 0.85], [-3.27, -2.81, 1.34], [-0.33, 1.00, -3.15], [-4.04, 1.79, 3.07], [-1.75, 3.78, 8.66], [-1.11, 5.45, -0.39], [0.83, 3.67, 0.28], [-0.06, 4.66, 3.95], [-1.90, 4.64, -0.75], [3.01, -1.92, 2.15], [-6.47, 7.83, -8.17], [-5.01, 8.78, -7.80], [2.76, 0.26, -2.70]],
  "mulliken_charge": [-0.36, -0.01, -0.10, 0.33, -0.09, 0.32, 0.11, -0.09, 0.27, 0.28, -0.02, 0.09, 0.34, -0.07, 0.32, 0.24, 0.28, -0.10, -0.20, 0.03, -0.18, -0.09, -0.34, -0.10, 0.34, 0.27, -0.08, -0.05, -0.15, -0.67, 0.33, 0.39, -0.10, 0.34, -0.60, -0.35, 0.03, -0.09, 0.27, 0.04, 0.38, 0.21, 0.00, -0.31, -0.65, -0.23, 0.00, -0.91, 0.28, -0.10, -0.87, 0.21, -0.09, 0.11, -0.03, -0.10, -0.31, 0.09, -0.08, -0.12, -0.39, 0.31, -0.32, -0.09, -0.04, -0.09, -0.09, -0.10, -0.09, 0.26, 0.24, 0.11, -0.02, -0.36, 0.59, 0.15, 0.16, -0.33, -0.11, -0.21, 0.21, 0.23, -0.04, 1.34, -0.08, 0.02, 0.69, -0.26, 0.02, -0.08, 0.43, 0.42, -0.09, -0.22, -0.10, -0.08, 0.07, -0.10, -0.90, -0.33, -0.42, 0.14, -0.18, -0.04, -0.21, -0.09, -0.13, -0.05, -0.12, -0.32, -0.08, 0.28, 0.07, 0.28, 0.46, 1.41, 0.25, 0.26, 0.38, 0.45, 0.56, -0.11, 0.28, 0.24, -0.38, -0.60, -0.45, 0.34, -0.07, -0.17],
  "total_charge": 1,
  "energy_ha": -20465.83558
}